Record 1
{"formula": "C24H36N12", "method": "wB97M-V/def2-TZVPD", "multiplicity": 1, "gap_ev": 11.0, "smiles": "CC#N.CC#N.CC#N.CC#N.CC#N.CC#N.CC#N.CC#N.CC#N.CC#N.CC#N.CC#N", "total_energy_ev": -43349.677, "e_homo_ev": -11.4, "de_lowest_kcal_mol": 16.48, "species": ["N", "N", "N", "N", "N", "N", "N", "N", "N", "N", "N", "N", "C", "C", "C", "C", "C", "C", "C", "C", "C", "C", "C", "C", "C", "C", "C", "C", "C", "C", "C", "C", "C", "C", "C", "C", "H", "H", "H", "H", "H", "H", "H", "H", "H", "H", "H", "H", "H", "H", "H", "H", "H", "H", "H", "H", "H", "H", "H", "H", "H", "H", "H", "H", "H", "H", "H", "H", "H", "H", "H", "H"], "coordinates": [[-5.646, 0.946, 1.929], [-1.339, -0.356, -1.299], [2.617, -5.318, -1.817], [1.626, 3.883, -0.614], [-2.798, -4.904, 0.748], [-0.027, 2.069, 3.294], [-1.921, -2.028, 4.255], [-4.707, -0.316, -5.908], [4.204, -1.201, 4.341], [1.251, -2.646, 1.586], [2.474, 0.738, -3.090], [-2.268, 3.204, -0.958], [0.713, 0.541, 0.021], [-4.521, 0.837, -0.409], [4.362, 2.374, -3.754], [-0.466, 2.755, -2.764], [0.802, -3.559, 2.119], [-3.044, -3.172, -1.167], [3.771, -0.320, 3.743], [-1.882, -0.630, 2.062], [-1.934, -1.418, 3.288], [0.320, 2.435, 4.324], [-4.078, -0.971, -5.214], [0.755, 2.887, 5.639], [-0.439, 0.050, -0.729], [-1.467, 3.007, -1.758], [3.968, 4.478, 0.372], [3.223, 0.811, 3.034], [-3.283, -1.814, -4.357], [-2.906, -4.125, -0.081], [-5.142, 0.905, 0.900], [0.193, -4.752, 2.711], [2.654, 4.145, -0.182], [1.459, -2.993, -1.874], [2.126, -4.283, -1.845], [3.311, 1.464, -3.377], [3.959, 3.069, -4.494], [0.020, 3.545, 6.093], [-2.543, -1.250, -3.780], [-0.985, 2.654, -3.726], [-2.680, -2.512, -4.939], [-0.858, -0.500, 1.740], [-2.304, 0.351, 2.295], [1.431, -2.582, -2.880], [2.382, 0.542, 2.401], [-3.438, 0.787, -0.294], [0.278, 3.536, -2.877], [1.220, -0.279, 0.522], [-0.755, -4.889, 2.193], [0.057, 1.804, -2.682], [3.990, 1.175, 2.341], [5.235, 1.895, -4.186], [0.877, -5.591, 2.654], [0.350, 1.329, 0.687], [4.685, 2.951, -2.889], [4.330, 5.402, -0.083], [-3.889, -2.349, -3.636], [-3.228, -2.165, -0.808], [0.945, 2.027, 6.278], [-4.721, 1.731, -0.991], [-2.469, -1.108, 1.282], [4.660, 3.702, 0.033], [3.962, 4.600, 1.447], [1.403, 1.020, -0.679], [-2.179, -3.187, -1.823], [-0.015, -4.508, 3.754], [1.982, -2.301, -1.220], [-4.847, -0.063, -0.926], [2.952, 1.608, 3.716], [-3.909, -3.497, -1.750], [0.450, -3.112, -1.482], [1.690, 3.442, 5.536]], "forces_ev_per_angstrom": [[-0.06, -0.01, 0.28], [-0.88, -0.40, -0.67], [0.16, -0.21, 0.00], [-0.16, -0.13, -0.16], [0.10, -0.31, 0.44], [0.09, -0.04, -0.13], [-0.03, -0.32, 0.44], [-0.30, 0.33, -0.30], [-0.07, 0.26, -0.21], [-0.06, 0.14, 0.06], [-0.35, -0.22, 0.17], [0.11, -0.05, -0.17], [-0.18, 0.62, -0.52], [0.51, -0.09, 0.00], [0.21, 0.84, -0.22], [0.01, -0.44, -1.55], [0.10, -0.18, -0.26], [-0.54, -0.27, -0.30], [0.05, -0.66, 0.55], [-0.46, 0.25, 0.44], [0.30, 0.14, -0.48], [-0.20, 0.02, 0.08], [0.10, -0.06, 0.09], [0.40, 0.04, -0.05], [1.12, 0.11, 0.59], [0.02, 0.08, 0.65], [0.18, 0.00, -0.92], [0.38, 0.32, -0.90], [1.02, -0.21, 0.49], [0.20, 0.29, -0.20], [-0.10, 0.06, -0.13], [0.02, 1.01, 0.23], [0.28, 0.27, 0.46], [-0.06, 0.14, 0.21], [-0.10, 0.01, -0.07], [0.12, -0.35, -0.01], [0.09, 0.02, 0.05], [-0.13, -0.06, 0.00], [-0.27, 0.29, -0.05], [-0.01, 0.20, 0.08], [-0.31, -0.15, -0.12], [0.13, -0.14, 0.06], [0.03, -0.03, -0.23], [-0.02, -0.03, -0.05], [-0.23, -0.14, 0.31], [-0.03, -0.01, -0.01], [-0.10, 0.23, 0.34], [-0.14, -0.07, 0.20], [0.02, -0.45, 0.04], [-0.06, 0.02, 0.56], [-0.01, 0.12, 0.19], [-0.09, -0.31, 0.02], [-0.12, -0.14, -0.16], [0.17, -0.24, 0.26], [-0.03, 0.00, 0.02], [-0.17, 0.05, 0.09], [-0.21, -0.11, -0.14], [0.15, 0.06, 0.05], [-0.12, 0.00, 0.05], [-0.18, -0.02, -0.04], [0.02, -0.01, -0.04], [0.03, -0.01, 0.44], [-0.08, -0.20, 0.12], [-0.02, -0.12, -0.03], [0.13, 0.08, 0.12], [-0.07, -0.18, 0.02], [0.04, 0.07, 0.03], [-0.13, 0.08, -0.11], [-0.11, 0.05, 0.05], [0.01, 0.10, -0.02], [-0.05, 0.07, -0.06], [-0.06, 0.00, 0.01]]}

***

Record 2
{"formula": "C24H36N2O2", "method": "wB97M-V/def2-TZVPD", "multiplicity": 1, "gap_ev": 8.7, "smiles": "CC(C)(O)C#Cc1ccc(CN2CCN(C3CCCCC3)[C@@H](CCO)C2)cc1", "total_energy_ev": -32546.139, "e_homo_ev": -7.9, "de_lowest_kcal_mol": 89.69, "species": ["O", "O", "N", "N", "C", "C", "C", "C", "C", "C", "C", "C", "C", "C", "C", "C", "C", "C", "C", "C", "C", "C", "C", "C", "C", "C", "C", "C", "H", "H", "H", "H", "H", "H", "H", "H", "H", "H", "H", "H", "H", "H", "H", "H", "H", "H", "H", "H", "H", "H", "H", "H", "H", "H", "H", "H", "H", "H", "H", "H", "H", "H", "H", "H"], "coordinates": [[-1.103, -1.545, 0.102], [-8.603, 0.269, -0.190], [3.117, -0.129, 0.811], [0.921, 1.690, 0.393], [1.832, -0.570, 0.276], [-3.916, 0.983, -0.189], [-7.739, -1.678, -1.367], [-3.186, 1.093, 0.996], [-5.200, 0.389, -0.180], [-3.363, 1.459, -1.377], [2.956, 1.103, 1.554], [4.741, -1.687, -0.081], [2.213, 2.208, 0.789], [6.465, 0.471, -0.989], [-0.112, -2.107, 0.930], [0.029, 2.682, -0.181], [0.946, -1.111, 1.408], [-1.928, 1.660, 0.982], [4.207, -0.248, -0.163], [1.117, 0.554, -0.487], [-1.369, 2.126, -0.205], [-6.273, -0.155, -0.151], [5.378, 0.710, 0.058], [-7.827, -1.521, 1.154], [-2.101, 2.021, -1.379], [6.982, -0.961, -0.923], [5.829, -1.938, -1.118], [-7.610, -0.749, -0.149], [-8.464, 0.809, -0.975], [-3.926, 1.377, -2.295], [1.589, -1.615, 2.131], [-3.618, 0.731, 1.918], [-8.738, -2.109, -1.390], [0.057, 3.568, 0.462], [5.044, 1.747, -0.014], [5.138, -1.845, 0.923], [-7.753, -0.838, 1.997], [3.925, 1.465, 1.891], [-7.574, -1.122, -2.288], [5.797, 0.549, 1.053], [6.057, 0.663, -1.985], [3.922, -2.394, -0.224], [5.412, -1.812, -2.120], [-7.081, -2.303, 1.258], [0.350, -2.897, 0.333], [-8.821, -1.961, 1.150], [-1.512, -0.805, 0.569], [0.338, 2.988, -1.197], [7.744, -1.118, -1.690], [-0.583, -2.573, 1.810], [7.445, -1.135, 0.051], [3.831, -0.074, -1.186], [2.806, 2.536, -0.086], [-7.005, -2.477, -1.309], [1.716, 0.840, -1.373], [0.150, 0.192, -0.837], [6.190, -2.966, -1.033], [2.023, -1.388, -0.424], [-1.677, 2.378, -2.307], [-1.357, 1.745, 1.895], [7.285, 1.173, -0.825], [2.367, 0.861, 2.444], [2.068, 3.070, 1.447], [0.449, -0.275, 1.903]], "forces_ev_per_angstrom": [[-0.32, 0.23, -0.26], [-0.21, 0.03, 0.09], [0.14, 0.08, -0.04], [0.05, 0.21, -0.11], [-0.30, -0.11, 0.14], [0.45, 0.24, -0.12], [-0.08, 0.14, 0.21], [0.02, 0.04, 0.00], [-0.78, -0.51, 0.02], [-0.10, -0.05, 0.09], [-0.01, 0.32, -0.07], [-0.04, 0.13, -0.45], [0.18, -0.08, 0.28], [0.14, -0.06, 0.26], [0.23, -0.08, 0.49], [0.12, -0.05, 0.09], [-0.16, -0.28, -0.47], [0.00, 0.06, -0.01], [0.17, -0.24, 0.24], [0.06, -0.27, -0.10], [-0.11, 0.06, -0.16], [0.43, 0.45, -0.01], [-0.21, 0.04, -0.31], [-0.09, 0.24, -0.20], [0.14, 0.10, 0.12], [-0.12, 0.04, -0.31], [0.11, -0.09, 0.24], [-0.05, -0.53, -0.10], [0.06, -0.02, 0.01], [-0.05, -0.03, -0.04], [0.02, 0.01, 0.07], [-0.04, -0.01, 0.05], [-0.08, -0.03, 0.03], [0.04, -0.02, -0.09], [-0.01, 0.03, 0.11], [-0.03, 0.02, 0.10], [0.03, 0.03, 0.06], [-0.03, -0.01, 0.04], [0.03, 0.03, -0.04], [0.00, 0.05, 0.12], [0.01, 0.06, -0.06], [-0.06, -0.04, 0.07], [0.00, -0.05, -0.09], [0.05, -0.05, 0.00], [0.02, -0.02, 0.09], [-0.10, -0.07, -0.02], [-0.03, -0.03, -0.07], [-0.03, 0.02, 0.08], [0.07, -0.02, 0.06], [0.12, -0.03, -0.11], [0.08, -0.02, 0.05], [0.04, 0.01, 0.03], [-0.02, 0.01, 0.02], [0.07, -0.07, -0.03], [-0.03, 0.04, 0.03], [0.08, 0.00, -0.02], [-0.03, -0.03, -0.09], [0.01, 0.02, 0.01], [0.07, 0.01, -0.08], [0.06, -0.02, 0.10], [-0.03, 0.05, -0.07], [0.04, 0.13, 0.04], [0.02, 0.02, -0.03], [-0.02, -0.01, 0.15]]}